{"formula": "C12H18BO7SSn", "method": "wB97M-V/def2-TZVPD", "total_charge": -1, "total_energy_ha": -1631.5549, "homo_energy_ev": -3.09, "gap_ev": 4.73, "symbols": ["Sn", "B", "H", "H", "H", "H", "C", "C", "C", "O", "C", "C", "C", "O", "O", "O", "H", "H", "C", "S", "O", "C", "H", "H", "H", "H", "H", "H", "O", "C", "O", "C", "C", "C", "H", "H", "H", "H", "H", "H"], "positions_angstrom": [[0.925, -0.288, -0.469], [-0.261, 1.321, 0.880], [-0.821, 2.116, 0.413], [-0.650, 0.378, 0.528], [0.734, 1.507, 0.504], [-0.257, 1.399, 1.956], [4.674, -1.411, 0.571], [5.658, -0.553, 1.028], [5.316, 0.692, 1.796], [6.269, 1.387, 2.495], [4.013, 1.122, 1.856], [2.917, 0.281, 1.347], [3.299, -1.053, 0.616], [2.381, -1.626, -0.014], [1.734, 0.556, 1.480], [6.870, -1.043, 0.924], [4.919, -2.311, 0.025], [3.751, 2.088, 2.264], [-3.029, 0.728, -2.049], [-1.278, 1.040, -1.511], [-0.467, -0.203, -1.929], [-0.731, 2.295, -2.807], [-3.242, -0.129, -2.689], [-3.301, 1.639, -2.582], [-3.560, 0.671, -1.099], [-1.346, 3.174, -2.619], [-0.778, 2.062, -3.871], [0.313, 2.438, -2.529], [-0.490, -1.491, -0.816], [-1.621, -1.382, -0.255], [-2.706, -1.076, -0.935], [-3.924, -1.171, -0.151], [-3.466, -1.992, 1.068], [-1.994, -1.533, 1.202], [-4.731, -1.698, -0.660], [-4.252, -0.214, 0.254], [-3.421, -3.031, 0.744], [-4.173, -1.742, 1.859], [-1.488, -2.414, 1.598], [-1.784, -0.532, 1.578]], "forces_ev_per_angstrom": [[8.81, 4.69, 0.00], [-1.38, 2.64, 1.37], [-2.71, 2.81, -0.96], [-1.85, -3.20, -0.53], [2.03, 1.87, -1.44], [-0.02, 0.01, 3.87], [-4.59, 0.10, -0.76], [5.38, -2.86, 0.77], [4.58, 3.70, 3.37], [-3.49, -3.17, -3.27], [-3.05, -1.60, -1.47], [5.23, 0.44, 1.03], [4.20, 1.46, 0.92], [-0.55, -3.36, 0.58], [0.56, -1.80, 1.88], [-3.19, 2.64, 0.37], [0.27, 0.01, 0.06], [0.06, -0.12, 0.30], [-0.02, 2.37, -1.01], [-0.84, 0.77, -6.02], [-3.85, 8.76, -9.04], [-0.55, 0.14, 1.03], [0.41, 0.38, -0.01], [-0.18, 0.22, 0.01], [-0.21, 0.80, -0.95], [0.28, 0.29, 0.04], [-0.30, -0.75, 0.25], [-0.09, 0.21, 0.08], [-7.88, -11.76, 7.32], [1.89, -2.43, 0.87], [-0.32, -2.54, -0.24], [0.65, -1.24, 1.77], [0.16, 1.20, -1.05], [-0.46, -1.00, -0.54], [0.33, 0.40, -0.59], [0.10, 0.22, -0.57], [-0.43, -0.17, 0.58], [0.43, -0.60, 0.37], [0.75, 0.84, 0.51], [-0.15, -0.36, 1.09]], "lowdin_charge": [1.25, -0.55, -0.04, -0.10, -0.03, 0.01, 0.00, -0.33, -0.32, -0.13, 0.01, -0.34, -0.36, -0.18, -0.17, -0.05, 0.11, 0.10, -0.20, 0.98, -0.64, -0.18, 0.09, 0.05, 0.03, 0.04, 0.06, 0.05, -0.14, -0.41, -0.11, -0.13, -0.11, -0.03, 0.14, 0.13, 0.12, 0.12, 0.14, 0.12]}

***

{"formula": "C12H18ClINO3", "method": "wB97M-V/def2-TZVPD", "total_charge": 1, "total_energy_ha": -1506.1498, "homo_energy_ev": -13.02, "gap_ev": 8.22, "symbols": ["C", "C", "C", "Cl", "C", "N", "C", "C", "C", "C", "I", "H", "H", "H", "H", "H", "H", "H", "H", "H", "H", "C", "C", "O", "C", "O", "O", "C", "H", "H", "H", "H", "H", "H", "H", "H"], "positions_angstrom": [[4.721, -0.183, -0.733], [5.063, -1.575, -1.407], [3.876, -2.612, -1.426], [4.102, -3.894, -2.717], [2.449, -1.972, -1.484], [1.602, -2.250, -0.439], [0.333, -1.714, -0.356], [-0.170, -0.825, -1.370], [0.683, -0.501, -2.528], [2.030, -1.089, -2.565], [3.268, -0.541, -4.241], [4.535, 0.583, -1.536], [3.839, -0.198, -0.043], [5.611, 0.095, -0.101], [5.414, -1.398, -2.459], [5.907, -2.037, -0.835], [3.940, -3.184, -0.454], [1.940, -2.874, 0.303], [-0.268, -1.971, 0.545], [-1.182, -0.376, -1.285], [0.357, 0.161, -3.362], [-6.155, 1.621, 1.515], [-5.092, 2.074, 0.533], [-4.018, 2.756, 1.198], [-3.167, 1.980, 1.871], [-3.217, 0.776, 1.962], [-2.257, 2.771, 2.455], [-1.342, 2.075, 3.300], [-6.510, 2.465, 2.110], [-7.001, 1.177, 0.988], [-5.762, 0.882, 2.213], [-5.527, 2.790, -0.165], [-4.707, 1.240, -0.059], [-0.850, 1.261, 2.767], [-1.862, 1.697, 4.182], [-0.584, 2.787, 3.623]], "forces_ev_per_angstrom": [[0.41, -0.20, -0.06], [-0.07, 0.24, -0.12], [-0.09, -0.02, 0.99], [-0.33, 0.91, 0.74], [0.42, 0.62, -1.46], [-0.66, 1.16, -1.42], [-0.37, 1.04, -0.99], [2.02, -0.60, -0.61], [1.10, -1.79, 2.04], [-1.70, 0.03, 1.12], [-0.85, -0.44, 1.02], [0.22, -0.63, 1.00], [0.67, -0.13, -0.58], [-0.98, 0.05, -0.79], [-0.28, -0.27, 1.10], [-0.79, 0.16, -0.64], [-0.22, 0.52, -1.00], [-0.23, 0.32, -0.40], [0.61, 0.17, -0.87], [0.90, -0.54, 0.07], [0.18, -0.58, 0.90], [0.11, -0.07, 0.31], [-0.62, -0.23, -0.17], [0.38, -0.11, 0.00], [-0.29, 0.30, 0.14], [0.23, 0.13, -0.18], [-0.10, -0.21, -0.22], [0.28, -0.01, 0.29], [-0.06, 0.03, -0.16], [0.04, 0.07, -0.03], [0.01, -0.03, -0.13], [0.28, 0.15, 0.13], [0.12, 0.00, 0.19], [-0.16, -0.03, 0.04], [0.03, -0.13, -0.12], [-0.19, 0.12, -0.14]], "nbo_charge": [-0.64, -0.43, -0.22, 0.00, 0.23, -0.45, 0.07, -0.22, -0.10, -0.19, 0.30, 0.23, 0.20, 0.25, 0.24, 0.24, 0.23, 0.45, 0.26, 0.28, 0.27, -0.64, -0.07, -0.49, 0.98, -0.66, -0.49, -0.26, 0.22, 0.22, 0.23, 0.20, 0.18, 0.18, 0.20, 0.20]}

***

{"formula": "C12H18ClN2O6", "method": "wB97M-V/def2-TZVPD", "total_charge": -1, "total_energy_ha": -1488.9425, "homo_energy_ev": -6.44, "gap_ev": 9.29, "symbols": ["Cl", "O", "O", "O", "O", "N", "C", "C", "C", "C", "C", "H", "H", "H", "H", "H", "N", "C", "C", "C", "C", "C", "H", "H", "H", "H", "H", "C", "O", "H", "H", "H", "H", "C", "O", "H", "H", "H", "H"], "positions_angstrom": [[1.620, -0.997, 0.110], [2.907, -1.151, -0.455], [0.781, -0.121, -0.672], [0.938, -2.279, 0.080], [1.689, -0.572, 1.461], [-5.148, -1.717, -2.619], [-4.795, -0.436, -2.580], [-3.491, -0.135, -2.169], [-2.556, -1.153, -1.880], [-2.954, -2.464, -2.059], [-4.232, -2.672, -2.437], [-5.572, 0.311, -2.642], [-3.257, 0.917, -2.109], [-1.538, -0.876, -1.649], [-2.289, -3.266, -1.773], [-4.599, -3.688, -2.437], [1.297, 3.480, 2.846], [0.463, 4.428, 3.528], [-0.918, 4.520, 3.435], [-1.558, 3.682, 2.530], [-0.825, 2.779, 1.795], [0.576, 2.653, 1.985], [0.874, 5.068, 4.294], [-1.499, 5.179, 4.063], [-2.636, 3.702, 2.471], [-1.401, 2.154, 1.128], [1.122, 1.996, 1.324], [1.484, -4.595, -2.854], [1.919, -4.489, -1.408], [1.971, -3.816, -3.440], [1.769, -5.562, -3.269], [0.445, -4.399, -3.117], [1.376, -3.792, -1.033], [4.910, 1.008, 1.738], [3.863, 1.954, 1.765], [4.701, 0.112, 1.152], [5.759, 1.544, 1.313], [5.159, 0.688, 2.750], [3.641, 2.006, 0.833]], "forces_ev_per_angstrom": [[-2.23, -1.56, -0.31], [1.37, 0.42, -0.59], [0.33, 1.10, -0.23], [-0.05, -0.75, 0.08], [0.33, 0.83, 0.92], [-0.79, -0.24, -0.91], [1.37, -1.40, 1.52], [0.08, 0.12, -0.32], [-0.54, 1.44, -0.96], [1.51, 0.71, 0.82], [-1.83, -0.33, 0.28], [-0.02, 0.10, -0.38], [0.46, 0.04, 0.20], [0.11, -0.09, 0.41], [0.03, -0.16, -0.26], [-0.24, -0.17, -0.33], [-3.82, 0.90, -0.08], [0.87, -2.14, -0.75], [0.56, -0.62, -0.60], [0.03, 0.01, 0.41], [0.43, -0.11, 0.38], [0.13, 2.46, 0.89], [0.91, -0.07, -0.19], [0.19, 0.23, 0.04], [-0.13, 0.01, -0.24], [0.49, -0.33, -0.25], [0.28, -0.32, 0.44], [1.07, 0.73, 1.30], [-1.11, -1.00, -3.10], [0.56, 0.01, 0.09], [0.06, -0.03, 0.38], [-0.46, -0.32, 0.91], [0.01, 0.64, 0.47], [0.66, 0.17, 0.21], [-0.29, -0.36, -0.21], [-0.25, 0.03, -0.08], [0.61, -0.42, -0.02], [-0.12, 0.16, 0.06], [-0.57, 0.36, -0.01]], "nbo_charge": [2.58, -0.86, -0.90, -0.93, -0.86, -0.43, 0.02, -0.25, -0.16, -0.25, 0.02, 0.19, 0.21, 0.26, 0.23, 0.18, -0.39, 0.01, -0.28, -0.18, -0.26, 0.05, 0.18, 0.21, 0.20, 0.22, 0.23, -0.27, -0.74, 0.17, 0.17, 0.16, 0.50, -0.25, -0.71, 0.19, 0.14, 0.17, 0.46]}